Entry 1:
Molecular formula: C27H80O13
Method: DFT, ωB97M-V/def2-TZVPD

XYZ file:
```
120
Properties=species:S:1:pos:R:3:forces:R:3:lowdin_charge:R:1
C -0.1999 -12.1591 -9.8672 0.86 0.24 -0.18 -0.1434
O 0.5805 -12.9672 -10.7424 -1.41 -0.06 -0.36 -0.1475
H -1.1461 -11.8658 -10.3219 0.03 -0.36 -0.24 0.0797
H -0.3976 -12.6321 -8.9052 -0.06 -0.19 0.05 0.0680
H 0.3344 -11.2292 -9.6727 0.01 0.22 0.23 0.0581
H 1.4998 -12.9917 -10.4669 0.36 0.11 0.51 0.0117
C 9.0824 -12.0049 -12.6517 -0.39 0.12 0.40 -0.1883
O 10.0585 -11.9813 -11.6740 1.57 0.33 0.74 -0.1366
H 9.2966 -12.8191 -13.3440 -0.36 0.15 -0.54 0.0760
H 8.1679 -12.1905 -12.0883 -0.76 0.00 -0.76 0.0677
H 9.0664 -11.0107 -13.0982 -0.23 -0.23 -0.45 0.0826
H 9.8009 -12.6933 -11.0840 0.20 -0.24 0.48 0.0122
C 5.0909 -11.8751 -6.7071 0.19 1.38 1.02 -0.1731
O 4.7581 -12.9650 -7.4521 -0.42 -2.66 -1.55 -0.1342
H 5.5743 -12.1677 -5.7751 0.05 0.12 0.21 0.0917
H 5.8062 -11.2792 -7.2740 -0.37 0.31 0.06 0.0940
H 4.1296 -11.4021 -6.5065 0.45 1.10 0.38 0.0648
H 4.2780 -13.5587 -6.8701 -0.05 -0.30 -0.13 0.1016
C 1.3593 -12.0344 -6.4106 -0.33 -0.23 0.26 -0.1709
O 0.7804 -10.7432 -6.5515 0.01 -0.46 -0.15 -0.1046
H 0.5678 -12.7412 -6.1613 -0.19 0.26 0.22 0.0838
H 1.7916 -12.4711 -7.3109 0.26 0.47 -0.41 0.0576
H 2.0922 -12.0680 -5.6045 0.10 0.03 0.09 0.0728
H 1.4653 -10.0716 -6.5879 0.16 -0.07 -0.05 0.0725
C 8.4432 -17.0242 -11.2854 -0.41 1.06 -0.22 -0.1143
O 7.3509 -16.1036 -11.1731 0.25 0.28 0.91 -0.1545
H 8.8702 -16.8622 -12.2752 0.03 -0.86 -0.20 0.0902
H 9.2337 -16.7097 -10.6041 -0.25 -0.04 0.28 0.0691
H 8.0861 -18.0217 -11.0294 0.40 -0.20 -0.37 0.0799
H 6.6703 -16.3213 -11.8143 -0.06 -0.15 -0.49 0.0355
C 3.5918 -9.9700 -9.4506 0.22 0.63 -1.47 -0.1386
O 4.3537 -8.8096 -9.0931 0.03 -0.49 1.30 -0.1195
H 3.9799 -10.2234 -10.4371 -0.53 -0.55 -0.21 0.0702
H 3.7011 -10.8708 -8.8467 0.53 0.63 0.55 0.0492
H 2.5264 -9.7463 -9.5057 -0.12 -0.01 -0.05 0.0718
H 4.1016 -8.0704 -9.6514 -0.14 -0.20 -0.10 0.0735
C -0.2947 -18.1813 -12.8054 -1.21 0.84 1.28 -0.0266
C -1.2919 -17.2497 -11.9963 1.57 0.65 -0.90 -0.4828
C -1.0191 -15.7462 -12.2308 0.41 -0.57 0.28 -0.0431
O -2.5947 -17.5573 -12.3501 -1.46 -0.93 -1.27 -0.0512
H -0.4605 -19.1829 -12.4088 0.14 -0.19 -0.49 0.0711
H 0.7410 -17.8920 -12.6270 -0.06 0.07 0.16 0.0486
H -0.4814 -18.0971 -13.8759 -0.20 -0.19 0.07 0.0739
H -1.2600 -17.4587 -10.9270 0.93 0.04 0.21 0.1276
H -1.6408 -15.2437 -11.4897 0.35 0.60 -0.11 0.0773
H -1.1997 -15.3369 -13.2248 -0.74 -0.57 -0.17 0.0606
H 0.0428 -15.5168 -12.1419 0.03 0.08 0.84 0.0563
H -3.2450 -17.1964 -11.7431 0.25 0.15 0.12 0.0925
C 6.9620 -13.2143 -15.9197 -0.49 -1.12 -0.31 -0.0512
C 5.5530 -13.1798 -15.2610 0.66 1.80 -1.10 -0.4365
C 5.1891 -11.7058 -14.9332 -0.44 0.05 0.76 -0.0546
O 4.5923 -13.6882 -16.2033 1.46 -0.24 0.39 -0.0647
H 6.8620 -12.9936 -16.9824 -0.06 0.32 0.03 0.0777
H 7.3482 -14.2332 -15.8928 -0.06 -0.25 -0.01 0.0634
H 7.7725 -12.6233 -15.4931 -0.51 0.39 0.30 0.0618
H 5.5783 -13.7914 -14.3591 -0.17 0.04 0.23 0.1093
H 5.0101 -11.0348 -15.7733 0.21 -0.53 -0.56 0.0835
H 5.9016 -11.1639 -14.3112 0.43 -0.39 0.11 0.0677
H 4.2592 -11.6471 -14.3677 -0.24 -0.25 0.09 0.0459
H 3.7236 -13.4859 -15.8483 -0.64 0.10 0.08 0.0186
C -0.3332 -9.3722 -14.0167 -0.79 0.90 -0.49 -0.0562
C 1.1600 -9.5563 -13.9105 -0.30 -1.08 2.09 -0.4603
C 1.5096 -10.4423 -12.6723 0.18 -0.10 -0.80 -0.0281
O 1.5409 -10.2623 -15.0587 0.74 -0.32 -0.79 -0.0597
H -0.6090 -8.9046 -14.9618 0.32 0.26 -0.40 0.0749
H -0.7949 -8.6851 -13.3075 0.14 -0.38 0.50 0.0854
H -0.8597 -10.3234 -14.0948 0.14 -0.13 0.61 0.0759
H 1.7353 -8.6352 -13.8170 -0.20 0.32 -0.17 0.1360
H 1.1304 -11.4573 -12.7911 -0.50 0.08 -0.06 0.0640
H 1.1267 -10.0432 -11.7330 -0.06 0.14 -0.14 0.0725
H 2.5796 -10.6204 -12.5657 0.21 0.45 -0.06 0.0659
H 1.1804 -9.7579 -15.7917 0.12 -0.13 -0.38 0.1023
C 3.8371 -18.6139 -13.4703 0.00 -1.25 0.97 -0.0392
C 5.2733 -18.4462 -12.9951 0.04 0.66 -0.30 -0.5105
C 6.2268 -19.4418 -13.5785 -0.40 -1.26 -0.58 -0.0531
O 5.6973 -17.1705 -13.3826 0.69 1.76 0.32 -0.0751
H 3.1149 -17.9420 -13.0065 0.33 0.23 0.06 0.0597
H 3.5875 -19.6187 -13.1294 -0.57 -0.19 -0.31 0.0827
H 3.7123 -18.5623 -14.5519 0.28 0.00 -0.06 0.0915
H 5.3801 -18.4574 -11.9104 -0.44 -0.02 0.17 0.1422
H 7.2739 -19.4191 -13.2768 -0.19 0.48 0.32 0.0790
H 6.1967 -19.3188 -14.6611 0.09 -0.16 -0.19 0.0878
H 5.8446 -20.4373 -13.3524 0.14 -0.25 -0.11 0.0832
H 5.5528 -17.0626 -14.3255 0.02 0.11 -0.16 0.1023
C -0.3318 -13.3642 -15.3618 0.30 -0.16 1.60 -0.0263
C 1.0738 -13.8738 -14.9169 -1.61 -1.32 -1.56 -0.4599
C 1.3886 -15.2904 -15.4869 0.07 0.30 0.65 -0.0245
O 2.0367 -13.0475 -15.4685 1.24 0.46 -0.40 -0.0710
H -0.5676 -12.5442 -14.6835 0.06 0.57 -0.31 0.0538
H -1.1205 -14.0610 -15.0783 0.06 -0.39 -0.51 0.0622
H -0.3942 -13.0380 -16.3999 0.12 -0.25 0.06 0.0897
H 1.1389 -13.8561 -13.8290 -0.19 -0.20 0.13 0.0996
H 2.2926 -15.6679 -15.0091 0.14 -0.04 0.03 0.0614
H 1.5919 -15.2691 -16.5576 -0.10 0.34 -0.01 0.0864
H 0.6076 -16.0327 -15.3218 -0.19 0.20 0.21 0.0639
H 1.7973 -12.1206 -15.3974 -0.10 0.52 0.28 0.0571
C 3.1835 -14.6961 -11.8658 0.53 -0.03 1.42 -0.0077
C 3.9697 -14.0733 -10.6529 0.67 0.63 -2.03 -0.4274
C 5.1443 -13.2146 -11.1048 0.84 -0.71 -0.96 -0.0405
O 3.1814 -13.1602 -9.9466 -1.62 0.03 0.83 -0.0871
H 3.8423 -15.1184 -12.6246 0.24 0.20 0.07 0.0642
H 2.4973 -13.9896 -12.3328 0.07 0.02 0.19 0.0576
H 2.6549 -15.5436 -11.4293 -0.54 0.05 -0.29 0.0745
H 4.2590 -14.8739 -9.9722 0.33 -0.16 -0.14 0.1391
H 5.7213 -13.7788 -11.8376 0.55 -0.09 0.18 0.0621
H 5.7850 -12.8516 -10.3011 0.02 -0.33 0.21 0.0733
H 4.8625 -12.3187 -11.6579 -0.68 -0.04 0.05 0.0738
H 3.5888 -13.1198 -9.0782 0.04 0.43 0.49 0.0483
C 10.4104 -13.4178 -8.4636 0.78 0.21 0.70 -0.0529
C 9.1623 -14.1793 -8.7766 -1.92 0.87 0.21 -0.4554
C 7.8809 -13.7083 -8.0067 0.78 -0.79 0.32 -0.0405
O 8.8833 -13.9171 -10.1341 0.32 0.01 -0.70 -0.0907
H 11.1927 -13.6347 -9.1911 -0.02 -0.17 -0.02 0.0883
H 10.7965 -13.6559 -7.4725 0.00 -0.23 0.05 0.0814
H 10.2959 -12.3339 -8.4565 -0.43 0.02 -0.23 0.0897
H 9.2758 -15.2562 -8.6522 0.25 -0.14 0.26 0.1292
H 7.9422 -13.9650 -6.9492 0.24 0.36 0.26 0.0770
H 6.9864 -14.2489 -8.3164 0.10 -0.05 -0.49 0.0625
H 7.6986 -12.6442 -8.1567 0.19 0.00 0.07 0.0784
H 8.1103 -14.4271 -10.3873 -0.34 -0.33 -0.42 0.0532
```
Positions in Å, forces in eV/Å.



Entry 2:
Molecular formula: C13H7F6N5O2S
Method: DFT, ωB97M-V/def2-TZVPD

XYZ file:
```
34
Properties=species:S:1:pos:R:3:forces:R:3:nbo_charge:R:1
O -1.6097 -3.5758 2.1201 0.73 2.42 -1.24 -0.8924
O -2.3927 -1.4823 3.0647 1.44 0.60 -2.01 -0.8875
F -3.1158 3.1107 -1.4954 0.27 -1.27 -0.37 -0.3019
F -1.8610 1.0314 -3.0028 -0.60 -0.48 0.95 -0.2968
F -1.9165 -1.5945 -1.9918 -0.47 0.75 0.63 -0.3038
F 5.2320 -1.3198 -1.6308 -0.22 1.18 -0.12 -0.3153
F 4.1244 -0.3703 -3.2414 0.10 0.04 0.74 -0.3202
F 5.3396 0.8937 -1.9621 -0.33 -1.05 0.31 -0.2989
N 0.4526 -1.8875 0.2342 -1.87 -0.25 1.22 -0.4550
N 3.1863 1.0635 -0.1334 -0.67 -1.12 0.17 -0.4314
N 0.3324 -0.1749 1.7540 -1.18 -0.60 -0.58 -0.2404
C 1.3939 -1.0250 -0.0243 0.82 -0.01 -1.11 0.3494
C 2.2076 1.0965 0.7779 2.41 -0.21 -1.92 0.4766
C -0.2127 -1.3233 1.3205 1.19 0.20 -0.98 0.0586
C 2.4425 -1.0579 -1.0229 -0.40 0.94 1.01 -0.2238
C 3.3417 -0.0425 -1.0246 -1.49 0.78 1.93 0.1003
C -3.6367 1.5470 0.1632 -0.09 0.89 0.12 -0.2561
C -3.5383 0.3035 0.7512 -0.07 -0.53 -0.75 -0.2108
C -3.0841 1.8133 -1.0879 0.24 -0.77 0.32 0.3326
C -2.4718 0.7503 -1.8197 -0.23 0.30 0.17 0.2622
C -2.4750 -0.5818 -1.2869 -0.25 1.93 0.60 0.3616
C -2.9845 -0.7787 0.0361 0.24 1.56 -1.48 0.0371
N 1.3135 0.0268 0.8382 0.71 0.62 0.74 -0.1960
N -2.8562 -2.0301 0.6188 1.03 -0.44 0.94 -0.8018
C 2.1129 2.2903 1.6941 -1.22 -1.59 0.10 -0.6572
C 4.5367 -0.1899 -1.9552 0.19 0.49 -0.60 0.9596
S -1.7797 -2.1310 1.9131 -1.46 -2.89 2.87 2.2168
H 2.5079 -1.8466 -1.7249 -0.08 -0.82 -0.36 0.2559
H -4.1460 2.3645 0.7202 0.60 -0.61 -0.61 0.2447
H -3.9430 0.1882 1.7516 0.19 -0.38 -0.20 0.2598
H -2.6114 -2.7531 -0.0367 0.08 -0.43 -0.24 0.4244
H 2.1087 1.9319 2.7430 0.06 0.45 -0.51 0.2508
H 1.1479 2.7287 1.4692 -0.39 0.25 0.33 0.2422
H 2.8545 3.0248 1.4706 0.70 0.06 -0.07 0.2565
```
Positions in Å, forces in eV/Å.



Looking at energy for the records above, in order, we have -55910.1262 -52278.2993 eV.
Looking at relative energy (zero: lowest compared OMol25 entry of this formula, charge and spin) for the records above, in order, we have 120.2 0.0 kcal per mole.
Looking at LUMO level for the records above, in order, we have 0.0094 -0.0265 Ha.